17
Properties=species:S:1:pos:R:3 method="wB97M-V/def2-TZVPD" spin_multiplicity=1 e_tot_ev=-13863.2124 relative_energy_ev=0.9758 orbital_gap_ha=0.382
N 1.408 -1.546 0.864
C 0.497 -0.825 0.964
C -0.740 -0.089 0.983
C -1.008 1.029 -0.034
N -0.222 1.080 -1.223
C -0.344 -0.096 -1.955
O 0.304 -0.394 -2.943
N -1.333 -0.828 -1.359
C -1.773 -0.248 -0.139
H -1.157 0.090 1.975
H -1.441 1.959 0.330
H 0.650 1.592 -1.263
H -1.569 -1.762 -1.663
H -2.824 -0.348 0.127
O 3.354 0.248 2.115
H 2.948 0.828 1.457
H 3.250 -0.688 1.763

17
Properties=species:S:1:pos:R:3 method="wB97M-V/def2-TZVPD" spin_multiplicity=1 e_tot_ev=-13860.6236 relative_energy_ev=3.5646 orbital_gap_ha=0.326
H -1.794 0.543 -1.364
N -2.190 0.801 -0.464
C -1.274 1.093 0.426
O -1.921 1.281 1.560
C -0.041 0.312 0.546
N 0.431 -0.204 1.712
N 1.591 -0.817 1.573
C 1.852 -0.826 0.263
C 0.800 -0.198 -0.440
O 0.535 -0.146 -1.752
C 1.490 -0.739 -2.613
H -2.954 0.992 0.998
H -0.077 -0.263 2.586
H 2.717 -1.354 -0.126
H 1.122 -0.600 -3.634
H 2.469 -0.251 -2.503
H 1.586 -1.814 -2.398

18
Properties=species:S:1:pos:R:3 method="wB97M-V/def2-TZVPD" spin_multiplicity=1 e_tot_ev=-24699.4907 relative_energy_ev=0.3430 orbital_gap_ha=0.312
O 1.361 -1.929 -0.918
C 1.859 -0.912 -0.416
O 2.599 -0.867 0.682
C 1.609 0.528 -0.917
C 0.689 1.216 0.067
C -0.573 0.468 0.323
N -0.831 -0.182 1.407
N -2.107 -0.613 1.231
C -2.667 -0.303 0.038
S -4.190 -0.669 -0.525
N -1.618 0.428 -0.509
H 2.610 -1.809 1.094
H 1.141 0.495 -1.930
H 2.593 1.039 -0.914
H 0.501 2.258 -0.250
H 1.181 1.244 1.078
H -2.543 -1.281 1.878
H -1.614 0.887 -1.421

19
Properties=species:S:1:pos:R:3 method="wB97M-V/def2-TZVPD" spin_multiplicity=3 e_tot_ev=-17952.2165 relative_energy_ev=0.0261 orbital_gap_ha="0.258 / 0.292"
C 0.635 1.113 0.392
C 5.414 -0.670 0.030
C -1.979 -1.242 -0.280
C -1.607 0.116 0.333
C 0.284 -1.230 -0.272
N -0.822 -2.084 -0.028
N -0.147 0.157 0.189
N -1.220 3.842 -0.026
O 4.789 -1.096 -0.830
O 6.040 -0.256 0.890
O -2.180 3.125 -0.209
O -1.144 5.038 -0.012
H -2.887 -1.669 0.142
H -2.098 -1.147 -1.363
H -2.060 0.976 -0.162
H -1.851 0.158 1.398
H 1.197 -1.533 0.238
H 0.465 -1.149 -1.349
H -0.828 -2.447 0.920

17
Properties=species:S:1:pos:R:3 method="wB97M-V/def2-TZVPD" spin_multiplicity=1 e_tot_ev=-22650.3316 relative_energy_ev=1.3315 orbital_gap_ha=0.332
O -1.292 1.646 0.440
C -1.731 0.821 1.356
N -1.255 -0.198 1.928
C 0.106 -0.649 2.087
S 1.497 0.282 1.421
C 1.204 0.134 -0.289
C 0.879 -1.056 -0.920
N 0.389 -0.753 -2.173
C 0.539 0.630 -2.293
N 0.988 1.159 -1.177
H -0.426 1.423 0.028
H -2.851 0.949 1.433
H 0.399 -0.429 3.108
H 0.069 -1.670 1.771
H 1.020 -2.033 -0.659
H 0.173 -1.422 -2.897
H 0.293 1.165 -3.162

19
Properties=species:S:1:pos:R:3 method="wB97M-V/def2-TZVPD" spin_multiplicity=1 e_tot_ev=-16837.2244 relative_energy_ev=7.6025 orbital_gap_ha=0.273
C 1.730 -1.763 -0.046
C 1.343 -0.292 0.494
C 2.359 0.897 0.074
N 0.265 -0.052 1.269
C -0.679 0.738 0.486
N -0.569 2.142 0.083
N -1.667 2.458 -0.637
N -2.474 1.376 -0.720
N -1.953 0.313 -0.046
C -2.535 -1.049 0.145
O -1.876 -2.134 0.141
O -3.902 -1.089 0.393
H 1.196 -2.042 -1.016
H 1.410 -2.515 0.763
H 2.875 -1.858 -0.140
H 3.445 0.532 0.113
H 2.169 1.303 -0.979
H 2.253 1.755 0.821
H -3.388 1.281 -1.199

19
Properties=species:S:1:pos:R:3 method="wB97M-V/def2-TZVPD" spin_multiplicity=1 e_tot_ev=-16840.9184 relative_energy_ev=3.9085 orbital_gap_ha=0.315
C 2.431 -2.202 0.016
O 1.027 -1.996 0.048
C 0.661 -0.728 0.044
N 1.493 0.336 -0.020
C 0.994 1.518 -0.028
N 1.921 2.569 -0.151
N -0.279 1.927 -0.001
C -1.215 0.958 0.073
N -2.472 1.250 0.176
C -0.714 -0.414 0.086
N -1.602 -1.649 0.101
O -2.729 -1.414 -0.312
H 2.808 -3.394 -0.065
H 2.992 -1.685 0.954
H 2.732 -1.817 -0.810
H 1.571 3.450 0.044
H 2.939 2.287 -0.046
H -2.614 2.173 -0.068
H -3.191 0.442 0.221

19
Properties=species:S:1:pos:R:3 method="wB97M-V/def2-TZVPD" spin_multiplicity=1 charge=+1 e_tot_ev=-16276.4651 relative_energy_ev=3.2667 orbital_gap_ha=0.266
N 0.862 -1.953 -2.494
C 0.564 -2.385 -1.436
N 0.435 -2.946 -0.342
N 0.020 -2.289 0.895
C -0.405 -0.943 0.928
O -1.346 -0.771 1.659
C 0.330 -0.033 0.179
C -0.034 1.276 0.308
N 0.512 2.397 -0.295
C -0.226 3.440 0.160
N -1.166 3.076 0.997
N -1.035 1.704 1.117
H 0.425 -1.654 -3.345
H 0.761 -3.843 -0.289
H -0.594 -2.956 1.392
H 1.090 -0.478 -0.436
H 1.442 2.600 -0.586
H -0.066 4.489 -0.211
H -1.571 1.269 1.800

14
Properties=species:S:1:pos:R:3 method="wB97M-V/def2-TZVPD" spin_multiplicity=1 e_tot_ev=-8832.4236 relative_energy_ev=3.7792 orbital_gap_ha=0.373
C 1.708 -0.654 0.579
C 0.770 -0.255 -0.553
C 0.034 1.052 -0.117
C -1.184 0.111 -0.031
C -2.599 0.145 -0.329
N -2.200 0.001 0.895
O -0.446 -0.999 -0.531
H 1.109 -0.907 1.489
H 2.433 0.259 0.759
H 2.140 -1.628 0.406
H 1.180 -0.297 -1.576
H 0.507 1.518 0.840
H 0.032 1.774 -0.918
H -3.483 -0.120 -0.912

14
Properties=species:S:1:pos:R:3 method="wB97M-V/def2-TZVPD" spin_multiplicity=1 e_tot_ev=-8831.6728 relative_energy_ev=4.5300 orbital_gap_ha=0.387
C 0.716 1.404 -0.949
N 0.750 0.159 -1.709
C 0.168 0.136 -0.419
C 0.431 -0.702 0.841
C -0.946 -0.273 1.405
C -1.112 -0.633 -0.076
O -0.244 -1.812 0.152
H 1.632 1.770 -0.476
H 0.112 2.183 -1.402
H 1.625 -0.294 -1.864
H 1.355 -0.909 1.389
H -1.099 0.774 1.700
H -1.379 -1.014 2.087
H -2.009 -0.789 -0.679

14
Properties=species:S:1:pos:R:3 method="wB97M-V/def2-TZVPD" spin_multiplicity=1 e_tot_ev=-8828.3241 relative_energy_ev=7.8787 orbital_gap_ha="0.281 / 0.287"
C 0.247 -0.819 -1.132
C -0.638 -1.041 0.108
O 0.108 -1.297 1.291
C 0.591 0.091 1.571
C 1.571 0.451 0.589
N 0.680 0.470 -0.461
C -0.465 0.463 0.386
H 1.080 -1.487 -1.350
H -0.333 -0.593 -2.029
H -1.569 -1.607 0.063
H 0.606 0.287 2.640
H -2.449 2.266 -1.374
H 2.564 0.886 0.584
H -1.993 1.931 -0.885

14
Properties=species:S:1:pos:R:3 method="wB97M-V/def2-TZVPD" spin_multiplicity=1 e_tot_ev=-8830.4656 relative_energy_ev=5.7372 orbital_gap_ha="0.285 / 0.285"
C -1.891 -0.101 -0.187
C -0.886 -0.344 -1.077
C 2.324 -0.324 -0.093
C -0.983 -0.383 0.995
C 0.093 -0.438 -0.049
N 1.304 -1.060 -0.081
O 0.809 1.876 -0.157
H -3.023 0.013 -0.175
H -0.970 -0.417 -2.167
H 3.217 -0.845 -0.324
H 2.344 0.710 0.004
H -0.954 0.408 1.768
H -1.311 -1.279 1.503
H -0.073 2.185 0.040